# 1
DFT (ωB97M-V/def2-TZVPD) results for a 8-piece molecular cluster, C32H72BClN3O10 overall at a distorted geometry.

CARTESIAN COORDINATES (ANGSTROEM)
1 C 2.771 -3.475 1.509
2 C 2.292 -3.723 0.010
3 C 0.765 -4.168 0.033
4 C -0.238 -3.015 -0.479
5 C -1.697 -3.493 -0.102
6 C -2.849 -2.577 -0.738
7 C -4.177 -2.900 0.105
8 C -5.482 -2.246 -0.510
9 C -5.371 -0.643 -0.453
10 C -6.089 -0.013 0.811
11 C -5.291 -0.153 2.173
12 C -3.898 0.615 2.238
13 C -3.686 1.751 1.158
14 C -2.673 2.907 1.636
15 C -1.289 2.825 0.867
16 C -1.297 3.335 -0.544
17 N -2.528 3.830 -1.124
18 C -2.233 4.745 -1.958
19 O -2.211 5.722 -2.572
20 N -0.155 3.311 -1.274
21 N 0.923 2.818 -0.717
22 C 2.093 2.822 -1.686
23 C 1.610 2.780 -3.210
24 C 0.877 1.424 -3.589
25 C 1.168 2.317 0.543
26 C 2.542 1.798 1.085
27 Cl 3.013 0.158 0.372
28 C 3.739 2.885 0.977
29 C 5.065 2.310 0.336
30 C -0.045 2.275 1.460
31 B -0.109 1.702 2.953
32 O -0.411 2.429 4.111
33 O 0.208 0.312 3.142
34 H 3.616 -2.721 1.467
35 H 1.935 -3.052 2.154
36 H 3.105 -4.432 2.010
37 H 2.398 -2.790 -0.613
38 H 2.878 -4.597 -0.420
39 H 0.437 -4.379 1.102
40 H 0.537 -5.102 -0.555
41 H 0.045 -2.059 0.055
42 H -0.107 -2.878 -1.598
43 H -1.914 -4.543 -0.483
44 H -1.884 -3.486 1.018
45 H -3.062 -2.822 -1.818
46 H -2.602 -1.480 -0.654
47 H -4.307 -4.029 0.129
48 H -3.991 -2.592 1.186
49 H -6.430 -2.617 -0.016
50 H -5.544 -2.555 -1.618
51 H -5.964 -0.286 -1.361
52 H -4.317 -0.289 -0.617
53 H -6.400 1.060 0.611
54 H -7.065 -0.583 0.946
55 H -5.133 -1.251 2.355
56 H -5.971 0.222 3.000
57 H -3.078 -0.159 2.211
58 H -3.818 1.124 3.257
59 H -3.168 1.259 0.271
60 H -4.625 2.277 0.831
61 H -2.557 2.981 2.752
62 H -3.119 3.902 1.306
63 H 2.765 1.932 -1.565
64 H 2.745 3.739 -1.524
65 H 2.591 2.775 -3.814
66 H 1.064 3.708 -3.527
67 H 1.429 0.498 -3.264
68 H 0.595 1.401 -4.688
69 H -0.123 1.396 -3.038
70 H 2.515 1.583 2.200
71 H 3.434 3.799 0.388
72 H 4.000 3.266 2.017
73 H 5.478 1.412 0.890
74 H 4.999 2.126 -0.780
75 H 5.859 3.115 0.460
76 H -0.170 1.841 4.862
77 H 1.042 0.171 2.640
78 C 8.975 2.597 -1.204
79 O 8.422 2.537 0.105
80 H 8.298 2.094 -1.893
81 H 9.091 3.640 -1.510
82 H 9.945 2.095 -1.220
83 H 9.037 2.988 0.695
84 C 1.594 6.933 -0.696
85 O 1.699 6.411 -2.015
86 H 2.593 7.175 -0.336
87 H 0.984 7.840 -0.703
88 H 1.143 6.187 -0.035
89 H 0.804 6.205 -2.311
90 C -6.185 -5.040 -3.852
91 O -5.159 -4.139 -3.452
92 H -7.098 -4.791 -3.313
93 H -6.362 -4.947 -4.926
94 H -5.892 -6.065 -3.611
95 H -4.363 -4.380 -3.940
96 C 0.181 -8.673 -0.588
97 O 1.186 -7.740 -0.207
98 H -0.728 -8.453 -0.031
99 H -0.021 -8.584 -1.658
100 H 0.510 -9.688 -0.354
101 H 1.979 -7.955 -0.712
102 C 4.956 3.148 5.385
103 O 5.294 2.814 4.043
104 H 4.767 4.219 5.441
105 H 4.056 2.606 5.687
106 H 5.784 2.893 6.050
107 H 5.457 1.863 4.019
108 C 4.092 0.859 -6.504
109 O 3.819 1.895 -5.567
110 H 3.609 -0.057 -6.164
111 H 3.696 1.132 -7.485
112 H 5.170 0.695 -6.572
113 H 4.256 2.692 -5.890
114 C -5.085 -2.903 5.340
115 O -4.485 -2.690 4.068
116 H -5.918 -3.594 5.222
117 H -4.353 -3.335 6.027
118 H -5.455 -1.955 5.739
119 H -3.752 -2.077 4.198

Summary:
**2S+1**: 1
**HOMO level**: -11.513 eV
**Net charge**: +1
**Strongest force on any atom**: 4.24 eV/A
**LUMO level**: -4.0 eV
**Orbital gap**: 7.49 eV

# 2
DFT (ωB97M-V/def2-TZVPD) results for C20H42N3PtS5SbSi4 as an isolated structure.

CARTESIAN COORDINATES (ANGSTROEM)
1 Pt 0.503 -0.927 1.134
2 S 5.031 -2.755 1.744
3 Sb 3.876 -0.771 1.796
4 S 1.921 -0.987 3.175
5 S 2.481 -0.524 -0.154
6 S 5.042 1.120 2.302
7 S -1.097 -2.434 2.062
8 C 0.002 -3.606 1.464
9 N 1.151 -3.916 2.177
10 C 2.098 -4.767 1.716
11 C 1.888 -5.503 0.594
12 C 0.684 -5.298 -0.133
13 C -0.218 -4.364 0.287
14 H 1.433 -3.214 2.880
15 H 3.024 -4.772 2.272
16 H 2.656 -6.174 0.239
17 H 0.502 -5.854 -1.045
18 H -1.112 -4.140 -0.280
19 C -0.791 4.413 0.082
20 Si 0.234 2.807 0.006
21 C 1.989 3.324 0.438
22 C 0.228 2.250 -1.800
23 Si -0.624 1.110 1.375
24 Si -0.597 1.899 3.589
25 C -1.892 3.282 3.813
26 C 1.068 2.644 4.065
27 C -1.070 0.571 4.842
28 Si -2.905 0.854 0.868
29 C -3.822 -0.001 2.292
30 C -3.895 2.448 0.543
31 C -3.198 -0.211 -0.667
32 H -0.345 5.168 -0.570
33 H -0.794 4.814 1.095
34 H -1.822 4.269 -0.223
35 H 2.381 3.999 -0.329
36 H 2.661 2.470 0.518
37 H 2.016 3.850 1.391
38 H 0.615 3.029 -2.463
39 H -0.774 1.976 -2.138
40 H 0.868 1.376 -1.886
41 H -1.722 4.095 3.107
42 H -1.860 3.701 4.821
43 H -2.898 2.895 3.642
44 H 1.201 3.616 3.590
45 H 1.885 1.998 3.754
46 H 1.139 2.787 5.146
47 H -2.125 0.305 4.760
48 H -0.883 0.927 5.858
49 H -0.480 -0.330 4.680
50 H -3.901 0.660 3.156
51 H -3.304 -0.906 2.602
52 H -4.835 -0.279 1.987
53 H -3.786 3.174 1.350
54 H -4.956 2.203 0.441
55 H -3.574 2.921 -0.382
56 H -2.726 -1.183 -0.540
57 H -2.756 0.246 -1.555
58 H -4.267 -0.348 -0.847
59 N -0.295 -1.609 -1.584
60 C 0.099 -1.131 -2.557
61 N 0.735 -0.542 -3.570
62 C 2.162 -0.847 -3.681
63 C 2.387 -2.088 -4.538
64 C 1.692 -1.937 -5.893
65 C 0.205 -1.625 -5.714
66 C 0.021 -0.396 -4.826
67 H 2.560 -0.962 -2.671
68 H 2.643 0.026 -4.138
69 H 1.988 -2.958 -4.007
70 H 3.458 -2.251 -4.671
71 H 1.818 -2.842 -6.491
72 H 2.164 -1.119 -6.449
73 H -0.294 -2.477 -5.241
74 H -0.275 -1.458 -6.683
75 H -1.034 -0.213 -4.603
76 H 0.418 0.494 -5.326

Summary:
**2S+1**: 3
**HOMO level (alpha / beta)**: -0.242 / -1.841 eV
**Relative energy (zero: lowest compared OMol25 entry of this formula, charge and spin)**: 0.0 kcal per mole
**<S²>**: 2.027
**Net charge**: -2
**Strongest force on any atom**: 0.67 eV/A
**LUMO level (alpha / beta)**: 4.0 / 4.0 eV
**Orbital gap (alpha / beta)**: 4.22 / 5.81 eV

# 3
DFT (ωB97M-V/def2-TZVPD) results for a 2-piece molecular cluster, C3H11NOS overall at a distorted geometry.

CARTESIAN COORDINATES (ANGSTROEM)
1 C -2.776 -4.204 -3.806
2 S -1.395 -3.441 -3.072
3 C -2.044 -1.904 -2.330
4 H -3.144 -3.753 -4.752
5 H -2.408 -5.242 -4.062
6 H -3.715 -4.211 -2.975
7 H -3.089 -1.518 -2.464
8 H -1.424 -1.096 -2.527
9 H -2.258 -2.468 -1.340
10 N 2.100 3.575 2.688
11 C 3.194 3.704 3.535
12 O 3.391 2.603 4.602
13 H 2.037 4.235 1.907
14 H 1.296 3.518 3.345
15 H 3.093 4.626 3.953
16 H 4.200 3.799 3.050
17 H 2.943 1.777 4.248

Summary:
**2S+1**: 1
**HOMO level**: -8.270 eV
**Relative energy (zero: lowest compared OMol25 entry of this formula, charge and spin)**: 69.7 kcal per mole
**Structure (SMILES)**: CSC.NCO
**Net charge**: 0
**Strongest force on any atom**: 5.09 eV/A
**LUMO level**: 1.0 eV
**Orbital gap**: 9.24 eV

# 4
DFT (ωB97M-V/def2-TZVPD) results for a 4-piece molecular cluster, C21H26BrF24N3O4P overall at a distorted geometry.

CARTESIAN COORDINATES (ANGSTROEM)
1 C -0.815 0.291 -0.751
2 N -1.461 0.932 0.367
3 C -1.151 0.429 1.705
4 C 0.150 -0.255 1.745
5 N 0.333 -1.504 1.669
6 P -0.758 -2.972 1.553
7 N -2.261 -2.511 1.006
8 O -1.033 -3.264 3.115
9 C 1.766 -1.786 1.652
10 C 2.427 -0.598 2.294
11 C 1.407 0.500 1.894
12 Br 1.214 1.677 3.450
13 H -0.848 -0.791 -0.760
14 H 0.207 0.588 -0.882
15 H -1.325 0.605 -1.633
16 H -2.453 0.980 0.242
17 H -1.930 -0.149 2.157
18 H -1.040 1.282 2.339
19 H -2.301 -2.309 0.025
20 H -2.761 -1.836 1.562
21 H -1.875 -2.859 3.353
22 H 2.058 -1.695 0.619
23 H 2.068 -2.760 1.937
24 H 2.430 -0.597 3.362
25 H 3.447 -0.462 2.041
26 H 1.669 1.089 1.049
27 C -0.309 3.990 -1.391
28 C 0.662 3.619 -2.527
29 C 2.065 4.225 -2.475
30 F 2.024 5.567 -2.533
31 F 2.770 3.780 -3.541
32 F 0.084 3.879 -3.710
33 F 0.837 2.256 -2.460
34 O -1.240 5.015 -1.642
35 C -0.889 6.329 -1.463
36 C -0.916 7.098 -2.783
37 F -0.078 6.533 -3.674
38 F -0.510 8.363 -2.558
39 F 0.297 6.434 -0.840
40 F -1.814 6.875 -0.655
41 H -0.927 3.109 -1.241
42 H 0.214 4.147 -0.447
43 H 2.586 3.919 -1.561
44 H -1.926 7.106 -3.197
45 C 6.706 -3.532 1.686
46 C 5.179 -3.687 1.583
47 C 4.503 -4.559 2.645
48 F 4.942 -5.821 2.596
49 F 3.156 -4.581 2.409
50 F 4.849 -4.103 0.350
51 F 4.652 -2.416 1.723
52 O 7.492 -4.355 0.861
53 C 7.822 -5.626 1.261
54 C 7.207 -6.675 0.336
55 F 5.863 -6.550 0.310
56 F 7.510 -7.901 0.803
57 F 7.493 -5.831 2.548
58 F 9.155 -5.735 1.167
59 H 6.915 -2.527 1.325
60 H 7.047 -3.554 2.720
61 H 4.673 -4.153 3.646
62 H 7.597 -6.563 -0.677
63 C -5.690 -0.426 -1.884
64 C -5.020 0.052 -0.586
65 C -5.883 0.131 0.672
66 F -6.888 1.001 0.527
67 F -5.092 0.561 1.698
68 F -4.402 1.232 -0.805
69 F -4.024 -0.854 -0.288
70 O -6.104 0.562 -2.791
71 C -7.330 1.168 -2.642
72 C -7.176 2.659 -2.346
73 F -6.444 2.841 -1.225
74 F -8.395 3.192 -2.150
75 F -8.070 0.540 -1.713
76 F -7.971 1.051 -3.813
77 H -4.916 -0.968 -2.425
78 H -6.478 -1.153 -1.688
79 H -6.286 -0.853 0.930
80 H -6.685 3.163 -3.180

Summary:
**2S+1**: 1
**HOMO level**: -12.636 eV
**Net charge**: +1
**Strongest force on any atom**: 2.50 eV/A
**LUMO level**: -4.2 eV
**Orbital gap**: 8.48 eV

no.,energy (a.u.)
1,-2663.79066
2,-4460.25819
3,-648.97089
4,-6592.96938